# C18H58NO24P6

7 unconnected molecules or ions with the total composition C18H58NO24P6 (ωB97M-V with the def2-TZVPD basis set, OMol25).

Geometry as XYZ:
```
107
Properties=species:S:1:pos:R:3:forces:R:3
P -2.74795 -2.60521 -1.05312 0.3 1.0 0.0
P 2.86889 -2.18632 1.58309 0.7 0.9 0.4
P -2.45668 3.10255 -1.60697 -0.3 -0.6 -1.7
P 3.40321 -1.32761 -4.75202 0.6 0.4 -0.8
P -1.97594 -0.60373 3.96855 0.5 -0.2 2.2
P 1.24555 3.26514 2.21170 0.3 1.7 0.2
O -2.13596 -0.87345 2.53673 -0.7 0.3 0.0
O -2.98636 -1.34301 4.97702 0.9 0.7 -1.2
O -2.99199 -3.73333 -2.16745 0.2 0.9 1.0
O 4.70149 -0.67465 -4.98406 -0.7 -0.4 0.3
O -2.09250 -3.27876 0.22779 0.1 0.3 -0.8
O -2.24721 1.93523 -0.73952 0.1 0.8 0.0
O 2.17769 -0.65308 -5.54443 -0.3 -0.6 -0.2
O 3.29464 -2.85045 -5.19974 -0.2 1.0 0.5
O 1.73504 -1.34724 1.15561 0.6 -0.6 0.0
O -2.03217 0.93386 4.46352 0.2 -1.3 -0.8
O 2.44472 3.85611 1.32396 -0.1 -1.2 0.7
O -4.22876 -2.21280 -0.60632 0.4 -0.9 0.3
O -1.91464 -1.43536 -1.44390 -0.7 -1.1 -0.2
O 3.94857 -2.54472 0.47449 -0.8 -0.9 -0.3
O -3.30459 2.74741 -2.94856 0.8 0.3 0.7
O 3.76995 -1.36324 2.63726 -1.3 -0.2 0.6
O 0.24614 4.50487 2.31620 0.5 -1.5 0.3
O 0.64935 2.04191 1.69881 0.2 -0.3 -0.3
O -1.12007 3.74383 -2.21265 -0.5 0.0 0.8
O 1.78914 3.18637 3.70226 -0.6 -0.1 -0.4
O -3.29273 4.33053 -1.05943 0.9 0.0 0.4
O 2.49576 -3.54441 2.33379 1.0 0.9 -0.5
O -0.59151 -1.14057 4.53412 -0.9 0.4 0.0
O 2.96140 -1.32909 -3.24434 0.2 -0.2 -0.1
N -0.54608 0.00112 0.52522 0.4 -0.5 1.0
C 1.90787 -4.66045 1.68423 -1.0 -0.6 -0.4
C 3.29957 4.84575 1.91315 -0.5 1.7 -1.0
C -2.15663 -4.65454 0.50616 -0.2 -1.6 -0.1
C 4.77291 -1.52820 -0.15512 -0.1 0.1 0.5
C 1.64696 -1.52389 -2.74414 -0.3 -0.6 0.9
C -5.11165 -1.64602 -1.55552 0.5 1.6 -1.6
C 4.79319 -2.01118 3.36564 1.4 -1.5 -0.1
C -4.40318 -1.28659 4.77276 -0.4 -0.6 0.6
C 2.95619 2.42767 4.03067 1.3 0.9 -0.1
C 3.81007 -3.24384 -6.46283 0.1 -1.1 -1.0
C 2.06409 0.73712 -5.56001 0.3 3.0 0.2
C -1.89073 -4.31085 -2.88198 -0.5 -0.7 -0.5
C -0.59104 4.93144 1.22235 -0.5 1.3 1.0
C -1.26580 4.84287 -3.12187 0.3 0.7 -0.6
C -3.00221 1.46672 -3.52393 -0.7 -1.0 0.7
C -2.47773 1.96338 3.60750 -0.9 1.7 -0.2
C -4.54706 4.07709 -0.44855 -1.8 -0.2 -0.4
C 0.54764 -0.32412 4.80779 0.3 -0.1 0.9
H 4.53729 -2.64200 4.22381 -1.0 0.3 -0.1
H 3.02628 1.25731 -5.56059 0.3 -0.5 0.2
H 4.06285 -2.46770 -7.18597 -0.2 0.5 0.5
H -1.26324 -5.04524 1.00010 -0.1 0.9 0.7
H 4.34154 4.54868 1.98732 -0.2 -0.5 0.2
H -5.82180 -2.32569 -2.01755 0.1 -0.4 0.4
H -3.06548 -4.85886 1.07441 0.2 -0.2 0.0
H 1.36327 -0.66876 4.17981 0.0 0.3 -0.3
H 2.88399 5.28969 2.81707 0.2 -0.5 0.3
H -1.96068 1.14474 -3.47468 0.2 0.6 -0.1
H -0.38693 4.57980 0.21332 0.6 -0.2 0.2
H -3.52326 0.73200 -2.90227 0.0 -0.1 -0.3
H 4.73518 -1.52263 -1.24235 -0.5 -0.4 0.0
H 1.61244 -2.44434 -2.15503 0.3 0.0 0.0
H -2.05629 -4.11204 -3.94039 0.3 0.3 0.1
H -2.11054 -5.30534 -0.37740 -0.6 0.5 -0.3
H 5.28090 -2.72432 2.68862 0.3 0.2 0.1
H 0.85413 -1.64321 -3.48047 0.2 0.5 -0.3
H 5.78932 -1.78149 0.13844 0.0 0.4 0.1
H -4.82172 -1.17822 5.77207 -0.1 0.1 -0.1
H 0.34366 0.74523 4.77356 -0.1 -0.1 -0.7
H 4.70920 -3.84752 -6.33239 -0.1 0.1 0.2
H 5.55237 -1.33978 3.76370 -0.3 0.5 -0.5
H -1.04449 -0.24096 1.41459 0.3 -0.2 -0.6
H -2.71353 1.69392 2.57590 0.3 -0.5 0.1
H -4.72248 -2.24822 4.37279 0.0 0.1 -0.1
H 1.49377 1.21318 -4.75137 0.1 -0.9 0.6
H 2.82035 1.87506 4.95359 -0.4 -0.2 -0.2
H 2.37792 -5.60213 1.96105 0.4 0.3 0.2
H -5.30847 4.63487 -1.00162 0.2 0.0 -0.1
H 0.86542 -4.72303 2.00123 0.0 0.1 0.0
H -4.79194 -0.48743 4.14242 0.5 0.1 -0.1
H -4.67776 4.39523 0.58643 0.9 0.1 0.0
H 3.04668 -3.87119 -6.92712 0.1 0.0 0.0
H 3.26761 5.68837 1.21391 0.2 -0.1 -0.1
H -0.07055 0.89871 0.73295 -0.7 0.0 -0.7
H -0.85374 4.61771 -4.10642 -0.3 -0.6 0.0
H -4.52599 -1.18219 -2.36362 0.1 -0.5 -0.2
H 1.46860 -0.71311 -2.04104 -0.3 0.1 -0.2
H -0.90559 -3.99182 -2.54887 -0.1 0.2 0.1
H -0.45901 6.00712 1.36929 -0.3 0.0 -1.0
H 3.37011 1.83000 3.21766 -0.7 -0.4 0.0
H 0.22817 -0.66930 0.41365 -0.4 -0.1 0.1
H -3.38487 2.40587 4.03538 0.0 -0.3 0.0
H -0.66657 5.70771 -2.83107 -0.1 -0.2 0.7
H -4.82994 3.02427 -0.51685 0.2 0.0 0.1
H -2.00540 -5.39138 -2.77312 0.3 0.0 0.1
H 1.91037 -4.59378 0.59498 0.2 0.2 0.0
H 0.84775 -0.48059 5.84775 -0.1 -0.3 0.0
H 4.41572 -0.56956 0.21657 0.5 0.2 -0.1
H -5.60441 -0.73369 -1.21314 -0.2 -0.5 0.9
H -1.64143 4.73881 1.45393 0.2 -0.4 0.1
H -3.39477 1.42088 -4.53471 0.1 0.3 0.0
H -1.25028 -0.09292 -0.20789 0.3 0.5 -0.3
H 1.56759 1.24348 -6.39603 -0.1 -1.4 -0.7
H -2.30610 5.14320 -3.20466 0.0 0.0 -0.1
H -1.77952 2.80434 3.57625 0.4 -0.4 0.1
H 3.75539 3.15397 4.21020 -0.1 0.0 0.3
```
Forces are in eV/Å.

Properties
- Total charge: +1
- Frontier orbital gap: 10.963 eV
- Energy above the lowest of the compared OMol25 structures with the same formula, charge and spin: 43.4 kcal per mole

Atomic partial charges in e from the Löwdin method, atoms 1 to 99:
1 P 0.4238
2 P 0.4126
3 P 0.3937
4 P 0.3693
5 P 0.4415
6 P 0.3979
7 O -0.2224
8 O -0.2063
9 O -0.2173
10 O -0.2229
11 O -0.1903
12 O -0.2101
13 O -0.2012
14 O -0.2033
15 O -0.2249
16 O -0.2008
17 O -0.2026
18 O -0.1889
19 O -0.2470
20 O -0.2288
21 O -0.2223
22 O -0.2244
23 O -0.2204
24 O -0.2055
25 O -0.2120
26 O -0.2137
27 O -0.2119
28 O -0.1926
29 O -0.1878
30 O -0.2065
31 N 0.2341
32 C -0.0831
33 C -0.0942
34 C -0.0930
35 C -0.0399
36 C -0.0852
37 C -0.1055
38 C -0.1120
39 C -0.0855
40 C -0.0799
41 C -0.1039
42 C -0.1432
43 C -0.0810
44 C -0.0596
45 C -0.0884
46 C -0.0878
47 C -0.1065
48 C -0.0932
49 C -0.0753
50 H 0.0925
51 H 0.0878
52 H 0.0929
53 H 0.0777
54 H 0.0942
55 H 0.0959
56 H 0.1042
57 H 0.0779
58 H 0.0933
59 H 0.0884
60 H 0.0790
61 H 0.0618
62 H 0.0817
63 H 0.0836
64 H 0.0963
65 H 0.0796
66 H 0.0876
67 H 0.0893
68 H 0.0952
69 H 0.0926
70 H 0.0760
71 H 0.0928
72 H 0.0924
73 H 0.0616
74 H 0.0853
75 H 0.0908
76 H 0.0839
77 H 0.0907
78 H 0.0966
79 H 0.0972
80 H 0.0791
81 H 0.0891
82 H 0.0911
83 H 0.0903
84 H 0.0955
85 H 0.0517
86 H 0.0930
87 H 0.0658
88 H 0.0886
89 H 0.0858
90 H 0.1008
91 H 0.0952
92 H 0.0637
93 H 0.0926
94 H 0.0921
95 H 0.0864
96 H 0.0906
97 H 0.0901
98 H 0.0957
99 H 0.0893